Entry from the Open Molecules 2025 dataset: a molecular structure, C43H77AlBCl5FKN3O16S2 at a distorted geometry (ωB97M-V/def2-TZVPD).

CARTESIAN COORDINATES (ANGSTROEM)
C -2.72055 -3.69682 -1.87758
C -3.25237 -2.30156 -1.92557
C -2.10070 -1.33730 -1.66396
C -2.52992 0.13065 -1.55920
C -3.70536 0.22958 -0.58980
C -1.38250 1.11752 -1.22263
C -0.19359 0.58428 -0.32680
C -0.13278 1.10177 1.13980
C -1.21689 0.50354 2.03881
C -1.07178 1.14473 3.44572
S -1.06252 -0.12628 4.73095
C 0.11563 0.41786 5.97056
S 1.54683 1.03694 5.52046
N -0.33023 0.23273 7.31239
C -0.43659 1.55533 7.97918
C -0.27790 1.52885 9.50343
C 0.65615 -0.67283 7.96609
C -0.03326 -1.66155 8.92825
C 1.03306 1.22808 -0.91825
N 0.79693 1.84742 -1.99981
C -0.61500 1.70190 -2.41051
C -0.49634 0.68968 -3.60815
C 0.29113 1.23095 -4.80494
C 0.85803 0.12661 -5.71499
C 1.56450 0.84604 -6.89726
C 2.90585 0.20524 -7.31476
C 3.87148 1.34999 -7.68242
O 4.61129 1.13759 -8.92021
C 5.88752 0.73437 -8.55380
C 6.05852 -0.76284 -8.33965
O 6.75084 1.52389 -8.38133
C -1.07673 3.04311 -3.06779
C -1.71146 4.10349 -2.16253
C -3.20656 3.87951 -1.94845
Cl -0.80561 4.36020 -0.62930
H -1.92591 -3.85568 -2.60342
H -2.24914 -3.84173 -0.79642
H -3.49139 -4.46104 -1.97961
H -3.76449 -2.09369 -2.91939
H -4.01811 -2.25567 -1.15378
H -1.40483 -1.45068 -2.49747
H -1.58996 -1.70579 -0.76657
H -2.94470 0.43709 -2.52491
H -3.49568 -0.26744 0.36078
H -4.55761 -0.29761 -1.01463
H -4.03242 1.25850 -0.42062
H -1.86497 1.84476 -0.57162
H -0.01859 -0.49529 -0.34039
H -0.17468 2.19195 1.14351
H 0.84063 0.78655 1.52573
H -2.20266 0.73169 1.64381
H -1.02756 -0.56867 2.10004
H -0.11328 1.66298 3.48219
H -1.84689 1.89170 3.61091
H 0.23555 2.31171 7.56600
H -1.45005 1.91968 7.77872
H 0.78267 1.47515 9.74256
H -0.62346 2.49726 9.86631
H -0.84782 0.74932 9.99953
H 1.07341 -1.28982 7.17648
H 1.50827 -0.16385 8.42013
H 0.60850 -1.96218 9.75363
H -0.33555 -2.53910 8.34966
H -0.96921 -1.22239 9.27877
H 1.99250 1.18746 -0.41838
H 1.53777 2.34632 -2.48135
H -0.02589 -0.21587 -3.21964
H -1.49461 0.42793 -3.96030
H 1.13650 1.87255 -4.53575
H -0.36855 1.84077 -5.42484
H 1.55672 -0.51802 -5.18582
H 0.01162 -0.42671 -6.12640
H 1.80766 1.84534 -6.52236
H 0.88772 0.98979 -7.73813
H 3.35701 -0.37777 -6.51445
H 2.72749 -0.40928 -8.19584
H 4.60874 1.45366 -6.88309
H 3.34837 2.29197 -7.82504
H 6.87612 -1.10963 -8.96392
H 5.12754 -1.27826 -8.56156
H 6.26007 -0.91420 -7.27890
H -1.70833 2.82667 -3.92650
H -0.17277 3.50109 -3.47581
H -1.63056 5.04599 -2.69908
H -3.71657 4.09253 -2.88764
H -3.55865 4.59106 -1.20060
H -3.45890 2.87429 -1.62476
C 2.08952 -4.37467 5.36955
Cl 1.25222 -5.80613 4.75125
Cl 1.19592 -2.90142 5.05705
H 2.20954 -4.47943 6.45078
H 3.06206 -4.29894 4.87671
B 4.59930 -4.57914 1.05369
O 4.72109 -6.05793 1.10913
C 4.88528 -6.41550 2.36712
O 5.00778 -7.53148 2.78814
C 4.87770 -5.16077 3.22180
O 4.99333 -5.11984 4.44007
O 4.71571 -4.12217 2.47665
O 5.64477 -3.98195 0.22245
C 5.05698 -3.28245 -0.75513
O 5.62400 -2.67072 -1.60673
C 3.55123 -3.39914 -0.58270
O 2.71624 -2.89541 -1.27253
O 3.31182 -4.16384 0.48656
C -8.86432 -2.95514 -1.41914
O -9.35685 -2.29832 -0.22314
C -8.39339 -1.69568 0.47524
O -7.23622 -1.65313 0.21311
O -8.97569 -1.11542 1.56190
C -8.07392 -0.40718 2.42499
H -9.72294 -3.41006 -1.90229
H -8.41418 -2.23089 -2.09408
H -8.14997 -3.72978 -1.15493
H -7.59270 0.40859 1.88928
H -7.33083 -1.08494 2.83484
H -8.66186 0.01295 3.24894
C -3.52319 -2.09519 10.28873
O -2.51067 -1.62804 10.77486
N -4.14115 -3.20756 10.72612
C -5.34706 -3.71683 10.10492
C -3.57474 -3.91809 11.86181
H -4.02836 -1.62875 9.42516
H -6.15640 -3.74439 10.83714
H -5.17144 -4.72748 9.73052
H -5.64335 -3.07883 9.27464
H -3.53712 -3.25695 12.72775
H -2.55757 -4.23378 11.62802
H -4.18224 -4.78887 12.09445
C 3.99736 6.52990 -7.08500
O 4.87458 5.69876 -6.33853
C 5.57279 4.79379 -7.22170
C 6.98895 5.24788 -7.47509
O 7.02573 6.46317 -8.21820
C 7.29398 7.59250 -7.40781
H 3.66003 7.33600 -6.43337
H 4.50452 6.96578 -7.94916
H 3.12412 5.95940 -7.42168
H 5.02702 4.68328 -8.16330
H 5.59888 3.82339 -6.73481
H 7.49342 4.48677 -8.07694
H 7.53368 5.35123 -6.53404
H 8.34677 7.60208 -7.10583
H 6.66044 7.61173 -6.51729
H 7.09296 8.48443 -8.00077
Cl -0.87728 -4.21101 0.24812
Al 3.79984 -6.14746 6.36025
Cl 5.80554 4.41226 -4.34182
F -4.94716 -1.06008 -3.45513
K -10.73471 -0.45716 1.51369

Results
- Net charge: +1

Atomic partial charges in e from the Mulliken method, atoms 1 to 4: number 1, C, carries -1.0051; number 2, C, carries -0.1101; number 3, C, carries -0.6683; number 4, C, carries 0.5571

=====

Entry from the Open Molecules 2025 dataset: a molecular structure, C38H34N3O6ScTe at a distorted geometry (ωB97M-V/def2-TZVPD).

CARTESIAN COORDINATES (ANGSTROEM)
Sc -0.06400 0.01487 -0.14053
O -3.11499 1.32567 -1.71764
C -2.14627 0.94588 -1.10064
O -1.83937 1.13239 0.11226
C -1.13994 -0.10750 -2.29488
C -1.77765 -0.08525 -3.53433
C -1.24376 -0.77223 -4.60804
C -0.06370 -1.48750 -4.48177
C 0.53487 -1.44936 -3.22893
N 0.05828 -0.80122 -2.18976
H -2.69829 0.47221 -3.60794
H -1.76210 -0.74568 -5.56314
H 0.39305 -2.02621 -5.29957
H 1.48494 -1.95336 -3.07078
C 7.07271 1.03205 1.26805
C 5.70312 0.46054 1.02493
C 5.42617 -0.87130 1.15473
C 4.14671 -1.42948 0.90545
C 4.02992 -2.87091 1.17331
O 4.76513 -3.42766 1.98409
C 3.04047 -3.75564 0.44501
C 2.51431 -3.45180 -0.80702
C 1.65213 -4.34021 -1.43605
C 1.30410 -5.53450 -0.81908
C 1.83322 -5.84925 0.42562
C 2.70376 -4.96600 1.04689
C 3.06332 -0.58831 0.52981
O 1.86919 -1.00775 0.32682
C 3.36554 0.84146 0.45037
C 4.62729 1.31047 0.66342
C 2.19912 1.70398 0.11158
N 1.07744 1.67491 0.90912
C 1.08299 1.22039 2.29056
C 1.91531 2.11119 3.21546
Te 1.31000 4.16249 3.24470
C 2.70598 4.80293 1.80075
C 2.28004 5.11896 0.51514
C 3.19862 5.49055 -0.45959
C 4.54869 5.55935 -0.15104
C 4.98116 5.25301 1.13451
C 4.06381 4.87578 2.10626
C 2.10546 2.32454 -1.09183
C 3.07330 2.30286 -2.14501
C 2.82369 2.87706 -3.34193
C 1.55490 3.55543 -3.57511
C 0.58993 3.60576 -2.64661
C 0.73020 2.86571 -1.34263
H 7.77533 0.24292 1.54614
H 7.06409 1.77287 2.07452
H 7.46787 1.53542 0.37955
H 6.20708 -1.56049 1.45908
H 2.78700 -2.52190 -1.28502
H 1.23969 -4.09071 -2.40519
H 0.62013 -6.21707 -1.31005
H 1.56864 -6.78178 0.91081
H 3.13709 -5.18927 2.01284
H 4.79577 2.38054 0.56797
H 1.44631 0.18862 2.43382
H 0.03716 1.24217 2.61605
H 2.96215 2.11781 2.90698
H 1.88226 1.76073 4.25175
H 1.23280 5.03308 0.26100
H 2.85098 5.68975 -1.46598
H 5.26620 5.83298 -0.91533
H 6.03668 5.29447 1.37883
H 4.40310 4.62489 3.10443
H 4.01806 1.79840 -1.96844
H 3.56809 2.85176 -4.12990
H 1.40068 4.04296 -4.53498
H -0.32484 4.16056 -2.82389
H 0.16139 3.22122 -0.47791
N -1.50837 -3.20892 2.41473
C -1.21681 -2.37189 1.38708
O -0.57730 -1.34368 1.62574
C -1.67301 -2.77715 0.00250
C -2.11791 -1.49578 -0.68898
H -1.27270 -2.92077 3.34875
H -2.14362 -3.97057 2.26649
H -2.45558 -3.55647 0.03586
H -0.81241 -3.22949 -0.50590
H -3.05893 -1.12002 -0.26302
H -2.34747 -1.80322 -1.71499
O 0.03864 1.62466 -1.56273

Results
- Net charge: -2

Atomic partial charges in e from the Mulliken method, atoms 1 to 4: number 1, Sc, carries -0.2326; number 2, O, carries -0.7824; number 3, C, carries 0.4989; number 4, O, carries -0.4247

=====

Entry from the Open Molecules 2025 dataset: 2 unconnected molecules or ions with the total composition C4H9N2O at a distorted geometry (ωB97M-V/def2-TZVPD).

CARTESIAN COORDINATES (ANGSTROEM)
C -1.07581 1.20112 -0.58785
C -2.07279 -1.60834 0.31252
C 2.09108 1.17840 -0.50312
C 1.13288 0.04805 -0.08075
N -1.38016 -2.05151 1.19831
N -0.34563 0.23206 -0.21436
O -2.84705 -1.20326 -0.38433
H -0.85939 2.25802 -0.83967
H -2.06621 0.89421 -0.68797
H 2.31841 1.15216 -1.62186
H 1.55226 2.18925 -0.21626
H 3.10681 1.11727 0.09431
H 1.38853 -0.29631 0.92092
H 1.27779 -0.78196 -0.67071
H -0.51631 -1.54596 1.45147
H -1.70440 -2.78320 1.82934

Results
- Net charge: +1

Atomic partial charges in e from the natural (NBO) method, atoms 1 to 4: number 1, C, carries -0.0030; number 2, C, carries 1.0208; number 3, C, carries -0.6481; number 4, C, carries -0.2536

=====

Entry from the Open Molecules 2025 dataset: C11H11FO2 in the gas phase at a distorted geometry (ωB97M-V/def2-TZVPD).

CARTESIAN COORDINATES (ANGSTROEM)
C -1.20862 3.48479 -0.40971
C -0.24411 2.61555 -0.68483
C -0.33409 1.06483 -0.19621
F -1.56000 0.62709 0.22786
O 0.13231 0.36076 -1.26119
C 0.25791 -1.04771 -1.12839
C 0.00459 -1.80204 -0.02302
C 0.17867 -3.14291 -0.04446
C 0.83987 -3.73210 -1.15358
C 1.21330 -2.95682 -2.23767
C 0.94560 -1.58222 -2.24175
C 0.65175 1.08565 1.08601
C 0.02598 1.28265 2.38421
O 1.84369 0.97407 0.85691
H -1.01316 4.50817 -0.83296
H -2.03392 3.30865 0.16668
H 0.61264 2.90047 -1.29759
H -0.57094 -1.31463 0.75677
H 0.02388 -3.77713 0.77690
H 0.98361 -4.84391 -1.26309
H 1.65390 -3.52196 -3.06251
H 1.22607 -0.77116 -2.89917
H -1.01600 0.85246 2.24806
H -0.17072 2.33058 2.77105
H 0.52949 0.76500 3.29633

Results
- Net charge: 0
- SMILES: C=C[C@@](F)(Oc1ccccc1)C(C)=O

Atomic partial charges in e from the natural (NBO) method, atoms 1 to 4: number 1, C, carries -0.3770; number 2, C, carries -0.2097; number 3, C, carries 0.5041; number 4, F, carries -0.3530

=====

Going through the records in order, we get DFT total energy values of -7116.70115 -3112.94528 -342.21820 -676.02456 Eh.
Going through the records in order, we get Kohn-Sham gap values of 0.0442 0.1618 0.3447 0.3515 Eh.
Going through the records in order, we get energy above the lowest of the compared OMol25 structures with the same formula, charge and spin values of 206.5 436.4 365.1 0.0 kJ/mol.